(1)
Below is C43H38GeN2O4PPd as an isolated structure, with properties calculated with ωB97M-V with the def2-TZVPD basis set.

Structure (ORCA input):
```
! wB97M-V def2-TZVPD RIJCOSX def2/J DEFGRID3
* xyz 0 2
Pd -0.81 1.28 0.28
C 2.11 1.77 2.66
C 3.11 1.07 1.81
C 4.33 0.70 2.39
C 5.36 0.16 1.65
C 5.21 -0.01 0.28
C 4.00 0.33 -0.31
C 2.93 0.82 0.43
P 1.40 1.28 -0.46
C 1.69 0.79 -2.19
C 1.70 1.79 -3.16
C 1.79 1.48 -4.51
C 1.87 0.15 -4.90
C 1.88 -0.84 -3.94
C 1.81 -0.56 -2.58
C 1.90 -1.68 -1.60
C 1.48 3.10 -0.45
C 2.58 3.84 -0.05
C 2.47 5.21 0.15
C 1.24 5.83 -0.02
C 0.13 5.11 -0.45
C 0.25 3.74 -0.70
C -0.85 2.94 -1.23
H 2.18 1.44 3.70
H 1.08 1.64 2.36
H 2.30 2.85 2.65
H 4.46 0.87 3.45
H 6.29 -0.12 2.13
H 6.01 -0.40 -0.32
H 3.90 0.21 -1.39
H 1.64 2.83 -2.86
H 1.79 2.27 -5.25
H 1.93 -0.11 -5.95
H 1.96 -1.88 -4.24
H 1.68 -2.63 -2.09
H 1.22 -1.57 -0.76
H 2.90 -1.76 -1.17
H 3.53 3.34 0.14
H 3.33 5.78 0.47
H 1.14 6.89 0.16
H -0.82 5.60 -0.60
H -0.64 2.35 -2.12
H -1.82 3.42 -1.24
O -5.29 2.69 4.10
C -5.71 2.57 2.86
O -6.87 2.68 2.54
C -4.69 2.24 1.82
C -5.03 2.09 0.49
N -3.91 1.82 -0.19
N -2.84 1.78 0.63
C -3.29 2.05 1.85
C -2.27 2.08 2.98
O -2.71 2.28 4.12
O -1.09 1.89 2.61
H -4.29 2.54 4.16
H -5.99 2.19 0.01
H -3.78 1.73 -1.18
C -3.17 -1.21 1.27
Ge -1.46 -1.08 0.33
C -1.73 -1.65 -1.53
C -2.70 -1.01 -2.31
C -2.92 -1.36 -3.63
C -2.16 -2.36 -4.22
C -1.20 -3.02 -3.46
C -0.99 -2.67 -2.14
C -0.20 -2.22 1.31
C 0.80 -1.63 2.03
C 1.74 -2.39 2.77
C 1.64 -3.74 2.80
C 0.60 -4.41 2.11
C 0.47 -5.82 2.17
C -0.55 -6.46 1.53
C -1.50 -5.71 0.80
C -1.40 -4.35 0.73
C -0.34 -3.65 1.37
H -3.40 -2.27 1.37
H -3.99 -0.72 0.74
H -3.09 -0.79 2.27
H -3.32 -0.25 -1.86
H -3.68 -0.85 -4.21
H -2.32 -2.63 -5.25
H -0.62 -3.82 -3.91
H -0.26 -3.21 -1.56
H 0.88 -0.56 2.04
H 2.52 -1.87 3.31
H 2.35 -4.34 3.36
H 1.21 -6.38 2.74
H -0.63 -7.54 1.58
H -2.32 -6.22 0.31
H -2.14 -3.80 0.17
*
```

## Properties
E = -125663.8733 eV
LUMO level (alpha / beta) = -0.022 / -0.062 Eh
HOMO (alpha / beta) = -7.385 / -8.371 eV
relative energy (zero: lowest compared OMol25 entry of this formula, charge and spin) = 0.0 kcal per mole

(2)
Below is C43H39AsN2P2Tl as an isolated structure, with properties calculated with ωB97M-V with the def2-TZVPD basis set.

Structure (ORCA input):
```
! wB97M-V def2-TZVPD RIJCOSX def2/J DEFGRID3
* xyz 1 1
Tl -0.11 0.24 0.97
N 0.66 -2.36 -1.41
P -0.92 -1.97 -0.87
C -1.68 -3.39 -1.74
C -1.13 -4.65 -1.52
C -1.60 -5.75 -2.20
C -2.64 -5.60 -3.11
C -3.19 -4.35 -3.33
C -2.72 -3.24 -2.65
C -0.89 -2.72 0.81
C -2.11 -3.04 1.40
C -2.16 -3.51 2.70
C -0.99 -3.65 3.43
C 0.23 -3.36 2.84
C 0.29 -2.89 1.54
C 1.81 -1.63 -1.33
C 2.99 -2.18 -1.85
C 4.16 -1.47 -1.73
C 4.13 -0.21 -1.14
C 2.92 0.25 -0.65
N 1.78 -0.45 -0.71
H 0.74 -3.22 -1.94
H -0.33 -4.77 -0.79
H -1.17 -6.72 -2.02
H -3.01 -6.46 -3.64
H -3.99 -4.25 -4.05
H -3.14 -2.27 -2.83
H -3.02 -2.93 0.82
H -3.11 -3.77 3.14
H -1.02 -3.98 4.45
H 1.15 -3.49 3.40
H 1.24 -2.69 1.08
H 2.97 -3.16 -2.30
H 5.09 -1.89 -2.07
H 5.02 0.39 -1.04
H 2.85 1.22 -0.17
C -1.07 3.89 -0.29
C -2.18 4.82 -0.74
As -1.96 6.61 0.12
C -2.39 5.99 1.95
C -1.46 6.18 2.97
C -1.73 5.75 4.25
C -2.93 5.12 4.54
C -3.87 4.94 3.53
C -3.60 5.38 2.24
C -3.73 7.33 -0.28
C -4.17 8.41 0.49
C -5.40 8.99 0.26
C -6.22 8.51 -0.75
C -5.79 7.45 -1.52
C -4.55 6.87 -1.29
P -1.23 2.14 -0.92
C -1.38 2.46 -2.70
C -2.56 2.81 -3.36
C -2.52 3.10 -4.71
C -1.31 3.07 -5.40
C -0.14 2.74 -4.74
C -0.18 2.43 -3.40
C -2.92 1.69 -0.36
C -3.72 0.86 -1.14
C -4.98 0.49 -0.70
C -5.45 0.93 0.52
C -4.64 1.72 1.33
C -3.38 2.09 0.89
H -1.01 3.84 0.80
H -0.10 4.24 -0.65
H -3.15 4.41 -0.49
H -2.13 4.95 -1.83
H -0.52 6.68 2.74
H -1.01 5.91 5.04
H -3.15 4.78 5.54
H -4.81 4.46 3.75
H -4.34 5.25 1.47
H -3.52 8.79 1.28
H -5.72 9.83 0.86
H -7.18 8.96 -0.93
H -6.42 7.07 -2.31
H -4.23 6.05 -1.92
H -3.49 2.85 -2.83
H -3.43 3.36 -5.23
H -1.29 3.31 -6.46
H 0.80 2.73 -5.27
H 0.72 2.15 -2.87
H -3.35 0.51 -2.10
H -5.61 -0.13 -1.33
H -6.43 0.65 0.86
H -4.99 2.06 2.29
H -2.76 2.72 1.53
*
```

## Properties
E = -132309.7052 eV
LUMO level = -0.095 Eh
HOMO = -10.288 eV
relative energy (zero: lowest compared OMol25 entry of this formula, charge and spin) = 9.6 kcal per mole

(3)
Below is C43H39Br2ClF3N8O14PS2 as an isolated structure at a distorted geometry, with properties calculated with ωB97M-V with the def2-TZVPD basis set.

Structure (ORCA input):
```
! wB97M-V def2-TZVPD RIJCOSX def2/J DEFGRID3
* xyz 0 1
N -3.52 -7.34 -4.26
C -2.70 -7.81 -3.19
C -1.28 -7.53 -3.11
C -0.66 -6.67 -4.19
C -0.31 -5.27 -3.67
C -1.45 -4.26 -3.82
F -2.18 -4.49 -4.94
Br -2.58 -4.36 -2.24
C -0.87 -2.84 -3.93
F 0.01 -2.65 -2.93
F -0.18 -2.76 -5.08
Br -2.19 -1.44 -3.94
C -0.52 -8.02 -2.08
C 0.97 -7.78 -2.02
C 1.56 -7.41 -0.66
C 1.42 -5.90 -0.37
S 0.57 -5.56 1.13
O 1.06 -6.42 2.16
O 0.61 -4.15 1.35
O -0.92 -6.00 0.83
C -1.20 -8.79 -1.08
N -0.64 -9.36 -0.01
S -1.79 -10.11 0.81
N -3.05 -9.78 -0.12
C -2.60 -9.06 -1.16
C -3.36 -8.56 -2.26
P -5.15 -8.86 -2.57
O -5.54 -9.73 -1.27
Cl -5.89 -6.96 -2.14
H -3.59 -6.33 -4.28
H -3.16 -7.67 -5.15
H 0.22 -7.17 -4.57
H -1.34 -6.61 -5.03
H -0.11 -5.34 -2.62
H 0.58 -4.89 -4.16
H 1.45 -8.70 -2.36
H 1.28 -7.02 -2.72
H 1.17 -7.99 0.16
H 2.63 -7.63 -0.69
H 0.97 -5.34 -1.18
H 2.39 -5.46 -0.18
H -1.10 -6.79 1.35
H -5.21 -9.38 -0.43
C 1.14 2.50 -0.45
C 0.71 1.43 -1.22
C -0.35 1.58 -2.10
C -0.96 2.82 -2.19
C -0.54 3.90 -1.43
C 0.51 3.74 -0.55
N -2.07 3.01 -3.13
O -2.45 2.06 -3.78
O -2.56 4.12 -3.21
H 1.97 2.37 0.24
H 1.20 0.47 -1.14
H -0.69 0.76 -2.71
H -1.04 4.86 -1.52
H 0.85 4.59 0.04
C -1.05 -0.94 3.89
C -0.79 0.38 4.23
C 0.08 1.14 3.47
C 0.68 0.56 2.37
C 0.44 -0.75 2.01
C -0.43 -1.51 2.78
N 1.59 1.37 1.54
O 1.80 2.51 1.89
O 2.08 0.85 0.56
H -1.73 -1.53 4.48
H -1.27 0.82 5.10
H 0.29 2.17 3.73
H 0.92 -1.19 1.15
H -0.62 -2.53 2.50
C 1.60 5.89 6.43
C 0.55 6.33 5.63
C 0.63 6.23 4.25
C 1.77 5.68 3.70
C 2.83 5.24 4.47
C 2.74 5.35 5.85
N 1.86 5.55 2.24
O 0.94 5.97 1.57
O 2.85 5.02 1.77
H 1.53 5.97 7.50
H -0.34 6.76 6.08
H -0.18 6.57 3.62
H 3.71 4.82 4.01
H 3.55 5.01 6.47
C 6.25 2.89 2.47
C 7.57 2.78 2.90
C 8.43 3.86 2.77
C 7.94 5.03 2.22
C 6.63 5.16 1.79
C 5.78 4.07 1.92
N 8.84 6.19 2.10
O 9.99 6.05 2.47
O 8.38 7.22 1.64
H 5.58 2.04 2.58
H 7.93 1.86 3.33
H 9.45 3.80 3.09
H 6.28 6.08 1.36
H 4.76 4.15 1.59
C -5.01 6.15 -2.97
C -6.37 6.24 -2.71
C -6.85 7.26 -1.90
C -5.96 8.17 -1.37
C -4.60 8.09 -1.62
C -4.13 7.07 -2.43
N -6.47 9.27 -0.53
O -7.66 9.30 -0.31
O -5.66 10.07 -0.10
H -4.63 5.36 -3.61
H -7.06 5.52 -3.13
H -7.91 7.34 -1.68
H -3.92 8.82 -1.20
H -3.07 6.99 -2.64
*
```

## Properties
E = -277514.3703 eV
LUMO level = -0.049 Eh
HOMO = -9.075 eV
relative energy (zero: lowest compared OMol25 entry of this formula, charge and spin) = 30.6 kcal per mole

(4)
Below is C43H39BrIMnN4O3P as an isolated structure at a distorted geometry, with properties calculated with ωB97M-V with the def2-TZVPD basis set.

Structure (ORCA input):
```
! wB97M-V def2-TZVPD RIJCOSX def2/J DEFGRID3
* xyz 2 2
Mn -0.76 0.34 -0.50
C -3.55 1.16 3.74
C -2.46 0.80 2.73
C -2.99 -0.32 1.83
C -2.06 2.04 1.92
C -1.72 3.24 2.82
O -0.50 3.76 2.27
C -0.04 2.89 1.37
N -0.82 1.89 1.11
C 1.31 3.23 0.86
C 1.99 4.21 1.59
C 3.28 4.59 1.26
C 3.94 3.97 0.22
C 3.28 2.99 -0.51
C 1.96 2.64 -0.24
P 1.17 1.43 -1.36
C 2.48 0.18 -1.59
C 2.84 -0.55 -0.46
C 3.78 -1.56 -0.55
C 4.36 -1.85 -1.78
C 4.00 -1.13 -2.91
C 3.05 -0.12 -2.82
C 0.96 2.28 -2.96
C -0.30 2.17 -3.55
C -0.56 2.73 -4.79
C 0.44 3.42 -5.46
C 1.70 3.53 -4.88
C 1.96 2.97 -3.64
H -3.91 0.25 4.23
H -4.39 1.63 3.23
H -3.20 1.83 4.52
H -1.56 0.45 3.26
H -3.94 -0.03 1.38
H -3.15 -1.23 2.41
H -2.28 -0.57 1.03
H -2.88 2.28 1.24
H -1.52 2.94 3.85
H -2.47 4.02 2.82
H 1.51 4.67 2.43
H 3.78 5.35 1.85
H 4.95 4.23 -0.03
H 3.81 2.47 -1.29
H 2.39 -0.31 0.50
H 4.07 -2.12 0.33
H 5.10 -2.64 -1.86
H 4.45 -1.36 -3.87
H 2.76 0.42 -3.71
H -1.08 1.62 -3.03
H -1.55 2.64 -5.23
H 0.25 3.85 -6.43
H 2.48 4.07 -5.40
H 2.95 3.08 -3.22
C -1.00 -1.35 -3.60
O -0.72 -1.42 -2.20
C -0.27 -2.62 -1.72
C -0.08 -3.75 -2.47
C 0.37 -4.92 -1.84
Br 0.63 -6.48 -2.89
C 0.62 -4.95 -0.50
C 0.44 -3.79 0.28
C 0.01 -2.59 -0.32
O -0.15 -1.47 0.33
C 0.70 -3.82 1.69
N 0.60 -2.76 2.50
C 0.90 -3.12 3.80
C 0.93 -2.40 4.99
C 1.28 -3.10 6.13
C 1.58 -4.47 6.09
C 1.55 -5.18 4.91
C 1.20 -4.48 3.77
N 1.06 -4.87 2.44
H -1.69 -2.13 -3.90
H -0.08 -1.42 -4.17
H -1.46 -0.38 -3.78
H -0.27 -3.77 -3.53
H 0.95 -5.88 -0.06
H 0.31 -1.87 2.09
H 0.71 -1.35 5.03
H 1.33 -2.59 7.08
H 1.85 -4.98 7.01
H 1.78 -6.24 4.87
H 1.22 -5.81 2.11
I -6.52 -1.03 -1.70
C -5.06 0.47 -1.58
C -5.39 1.81 -1.69
C -4.37 2.75 -1.61
C -3.07 2.32 -1.41
N -2.75 1.02 -1.29
C -3.73 0.12 -1.38
H -6.41 2.12 -1.84
H -4.58 3.81 -1.71
H -2.25 3.03 -1.36
H -3.45 -0.92 -1.29
*
```

## Properties
E = -176067.8031 eV
LUMO level (alpha / beta) = -0.182 / -0.184 Eh
HOMO (alpha / beta) = -12.586 / -12.568 eV
relative energy (zero: lowest compared OMol25 entry of this formula, charge and spin) = 10.7 kcal per mole

(5)
Below is C43H39Cl2N2P3Pt as an isolated structure, with properties calculated with ωB97M-V with the def2-TZVPD basis set.

Structure (ORCA input):
```
! wB97M-V def2-TZVPD RIJCOSX def2/J DEFGRID3
* xyz 2 3
Pt 1.18 -0.09 -0.66
Cl 4.22 -1.00 0.91
C 4.28 -2.26 -0.32
Cl 3.03 -2.07 -1.60
H 4.10 -3.21 0.16
H 5.24 -2.22 -0.82
N 0.49 3.13 -0.27
P 1.95 2.21 -0.02
C 3.08 3.62 0.22
C 3.51 3.90 1.52
C 4.30 5.02 1.75
C 4.66 5.84 0.69
C 4.24 5.55 -0.60
C 3.45 4.44 -0.84
C 2.40 1.67 -1.71
C 3.76 1.43 -2.03
C 4.09 0.87 -3.24
C 3.09 0.50 -4.16
C 1.77 0.71 -3.86
C 1.41 1.30 -2.63
C -0.84 2.82 -0.15
C -1.75 3.37 -1.07
C -3.09 3.13 -0.95
C -3.57 2.30 0.07
C -2.66 1.78 0.93
N -1.33 2.05 0.85
H 0.63 3.92 -0.89
H 3.23 3.25 2.34
H 4.64 5.24 2.75
H 5.28 6.71 0.88
H 4.53 6.20 -1.42
H 3.15 4.21 -1.86
H 4.54 1.72 -1.34
H 5.13 0.73 -3.50
H 3.37 0.06 -5.11
H 1.00 0.46 -4.57
H 0.38 1.61 -2.49
H -1.36 3.99 -1.87
H -3.78 3.58 -1.66
H -4.62 2.06 0.18
H -2.95 1.14 1.76
C -1.32 -2.07 0.58
P 0.10 -1.04 1.08
C 1.18 -2.14 2.05
C 1.63 -3.30 1.42
C 2.46 -4.18 2.10
C 2.85 -3.90 3.40
C 2.42 -2.74 4.02
C 1.59 -1.86 3.34
C -0.61 0.13 2.27
C -1.23 -0.36 3.38
C -1.74 0.47 4.40
C -1.59 1.88 4.31
C -1.00 2.44 3.23
C -0.52 1.62 2.06
P -2.46 -1.20 -0.61
C -4.07 -1.92 -0.18
C -4.24 -3.25 0.22
C -5.50 -3.73 0.51
C -6.61 -2.90 0.40
C -6.46 -1.59 -0.01
C -5.19 -1.10 -0.29
C -2.03 -2.06 -2.17
C -3.01 -2.61 -3.00
C -2.66 -3.21 -4.20
C -1.34 -3.28 -4.60
C -0.35 -2.74 -3.79
C -0.70 -2.13 -2.59
H -1.86 -2.31 1.50
H -0.94 -3.00 0.15
H 1.34 -3.53 0.40
H 2.79 -5.09 1.62
H 3.50 -4.59 3.94
H 2.74 -2.51 5.03
H 1.27 -0.95 3.84
H -1.29 -1.43 3.52
H -2.23 0.03 5.26
H -1.94 2.51 5.12
H -0.87 3.51 3.15
H 0.51 1.89 1.85
H -3.39 -3.92 0.29
H -5.63 -4.76 0.82
H -7.60 -3.29 0.63
H -7.32 -0.94 -0.10
H -5.07 -0.07 -0.61
H -4.05 -2.57 -2.70
H -3.44 -3.63 -4.83
H -1.07 -3.76 -5.53
H 0.69 -2.79 -4.09
H 0.09 -1.71 -1.97
*
```

## Properties
E = -104348.4091 eV
LUMO level (alpha / beta) = -0.199 / -0.250 Eh
HOMO (alpha / beta) = -12.775 / -12.892 eV
relative energy (zero: lowest compared OMol25 entry of this formula, charge and spin) = 41.8 kcal per mole